This record from the OMol25 dataset describes 3 unconnected molecules or ions with the total composition C28H60FN6O2 at a distorted geometry. The level of theory is ωB97M-V/def2-TZVPD.

Calculated values
* energy: -1681.2757 Ha

ORCA input file:
```
! RIJCOSX wB97M-V def2-TZVPD def2/J DEFGRID3
* xyz 1 1
C -1.02 2.25 -2.11
O -1.10 1.25 -3.16
C -1.68 0.02 -2.67
C -0.74 -0.84 -1.69
C 0.82 -0.84 -2.09
C 1.74 -1.85 -1.24
C 1.08 -2.41 0.12
C 2.01 -3.59 0.69
C 2.80 -3.24 2.05
C 1.92 -2.49 3.16
C 0.47 -3.14 3.42
C -0.45 -2.14 4.33
C -0.89 -0.93 3.37
N -1.74 0.12 4.08
C -2.20 1.11 3.27
N -3.02 2.25 3.75
C -3.20 2.95 2.49
C -4.03 4.33 2.59
C -3.00 5.43 3.18
O -1.97 5.11 3.83
F -3.19 6.84 2.93
N -2.60 2.30 1.35
N -1.99 1.19 1.83
H 0.03 2.72 -2.14
H -1.76 3.12 -2.28
H -1.22 1.83 -1.05
H -2.65 0.27 -2.08
H -2.00 -0.63 -3.58
H -0.85 -0.43 -0.62
H -1.16 -1.92 -1.69
H 1.20 0.24 -1.95
H 0.89 -1.08 -3.22
H 2.13 -2.66 -1.95
H 2.68 -1.24 -0.92
H 0.03 -2.87 -0.03
H 0.95 -1.51 0.82
H 2.82 -3.80 -0.12
H 1.38 -4.56 0.77
H 3.14 -4.25 2.52
H 3.74 -2.65 1.78
H 1.88 -1.38 2.86
H 2.49 -2.52 4.17
H 0.56 -4.16 3.94
H -0.08 -3.25 2.42
H -1.39 -2.70 4.71
H 0.11 -1.81 5.28
H 0.02 -0.34 2.97
H -1.44 -1.30 2.42
H -1.93 0.12 5.09
H -4.93 4.26 3.29
H -4.32 4.70 1.53
H -2.69 2.68 0.39
H -1.48 0.56 1.19
C 4.78 -9.62 0.21
C 3.83 -8.49 -0.16
N 4.14 -7.86 -1.44
C 3.44 -6.60 -1.66
C 1.91 -6.64 -1.74
C 4.19 -8.75 -2.60
C 2.94 -9.58 -2.91
H 5.82 -9.29 0.17
H 4.58 -9.96 1.23
H 4.66 -10.48 -0.45
H 3.91 -7.73 0.63
H 2.80 -8.86 -0.13
H 3.83 -6.11 -2.56
H 3.71 -5.92 -0.84
H 1.57 -7.06 -2.69
H 1.52 -5.62 -1.69
H 1.46 -7.20 -0.93
H 5.03 -9.44 -2.47
H 4.45 -8.17 -3.49
H 2.53 -10.07 -2.03
H 3.20 -10.37 -3.63
H 2.16 -8.98 -3.37
C -0.99 7.52 0.55
C -1.95 8.64 0.16
N -1.65 9.26 -1.12
C -2.36 10.51 -1.34
C -3.88 10.45 -1.44
C -1.58 8.36 -2.27
C -2.81 7.51 -2.58
H 0.05 7.87 0.51
H -1.19 7.19 1.57
H -1.09 6.65 -0.11
H -1.88 9.40 0.95
H -2.98 8.25 0.20
H -1.97 11.00 -2.24
H -2.10 11.20 -0.53
H -4.21 10.02 -2.39
H -4.30 11.46 -1.40
H -4.33 9.88 -0.62
H -0.73 7.69 -2.12
H -1.31 8.94 -3.16
H -3.22 7.02 -1.70
H -2.53 6.72 -3.29
H -3.60 8.10 -3.05
*
```



This record from the OMol25 dataset describes 13 unconnected molecules or ions with the total composition C18H62O13 at a distorted geometry. The level of theory is ωB97M-V/def2-TZVPD.

Calculated values
* ΔE to the lowest compared entry with this formula, charge and spin: 4.6646 eV

ORCA input file:
```
! RIJCOSX wB97M-V def2-TZVPD def2/J DEFGRID3
* xyz 0 1
C -3.73 -2.14 -4.07
C -4.15 -1.64 -2.70
O -3.03 -1.12 -1.99
H -2.91 -2.86 -4.05
H -3.39 -1.30 -4.69
H -4.56 -2.64 -4.58
H -4.67 -2.39 -2.10
H -4.86 -0.84 -2.91
H -3.18 -1.26 -1.04
C 3.25 -0.82 4.25
C 1.93 -0.85 3.51
O 2.14 -0.76 2.09
H 3.12 -0.92 5.32
H 3.73 0.15 4.08
H 3.98 -1.56 3.89
H 1.31 0.00 3.76
H 1.38 -1.77 3.73
H 2.74 -1.48 1.80
C -3.05 2.55 0.31
C -4.48 2.96 0.68
O -4.50 3.68 1.89
H -2.59 1.94 1.09
H -2.40 3.41 0.14
H -2.98 1.95 -0.60
H -5.07 2.05 0.82
H -4.90 3.52 -0.16
H -3.95 4.46 1.79
C 2.59 -2.93 -0.71
C 3.93 -3.27 -0.09
O 4.00 -2.80 1.25
H 1.73 -3.29 -0.15
H 2.54 -3.27 -1.74
H 2.49 -1.84 -0.73
H 4.68 -2.75 -0.71
H 4.11 -4.35 -0.11
H 4.87 -2.98 1.62
C -0.80 4.50 -2.28
C -0.02 3.30 -1.78
O 0.13 3.42 -0.38
H -1.74 4.62 -1.72
H -0.97 4.44 -3.35
H -0.23 5.42 -2.11
H 0.95 3.27 -2.29
H -0.55 2.37 -2.04
H 0.38 2.56 0.00
C -4.53 -0.96 1.05
O -3.28 -1.55 0.70
H -4.55 -0.64 2.09
H -4.72 -0.08 0.43
H -5.36 -1.66 0.87
H -2.73 -1.53 1.50
C -1.02 -3.69 -1.46
O -0.61 -5.03 -1.21
H -1.92 -3.63 -2.08
H -1.26 -3.22 -0.52
H -0.21 -3.16 -1.98
H -0.42 -5.46 -2.05
C 2.16 2.98 2.82
O 1.87 3.18 4.18
H 1.78 3.76 2.15
H 3.23 2.97 2.64
H 1.73 2.06 2.40
H 0.92 3.19 4.30
C -0.16 -0.46 -3.96
O -1.33 0.28 -3.68
H 0.50 -0.53 -3.09
H -0.40 -1.47 -4.29
H 0.41 0.08 -4.73
H -1.87 -0.22 -3.04
C 2.90 1.08 -2.21
O 3.23 1.08 -3.59
H 3.12 2.07 -1.82
H 1.85 0.84 -2.03
H 3.45 0.28 -1.69
H 3.17 0.19 -3.96
C -0.34 -0.06 -0.16
O 0.80 0.71 0.24
H -0.82 0.41 -1.01
H 0.01 -1.05 -0.46
H -1.04 -0.13 0.67
H 1.22 0.26 1.00
C -1.80 -0.43 3.71
O -1.89 -1.70 3.07
H -2.67 -0.20 4.33
H -0.91 -0.37 4.35
H -1.69 0.33 2.94
H -1.84 -2.38 3.74
C 5.05 0.59 1.16
O 6.12 1.40 1.64
H 4.09 1.10 1.26
H 5.17 0.29 0.12
H 4.99 -0.30 1.77
H 6.30 2.06 0.96
*
```